[1]
This record from the OMol25 dataset describes a molecular structure, C22H54N2O3Si2. The level of theory is ωB97M-V/def2-TZVPD.

Cartesian coordinates (Å):
1 C 0.592 0.800 3.429
2 C -0.306 0.268 2.312
3 C -1.756 0.063 2.809
4 C -0.240 1.140 1.041
5 C 0.225 0.369 -0.215
6 Si 2.096 0.220 -0.233
7 O 2.689 -1.227 -0.779
8 Si 2.276 -2.688 -0.093
9 C 3.478 -3.097 1.299
10 C 2.771 -3.170 2.648
11 O 2.062 -4.397 2.751
12 C 2.355 -3.946 -1.485
13 C 1.289 -5.027 -1.545
14 C -0.056 -4.847 -0.928
15 O 1.027 -5.773 -0.418
16 H 0.333 0.330 4.376
17 H 1.639 0.605 3.212
18 H 0.444 1.871 3.561
19 H 0.065 -0.722 2.032
20 H -2.452 0.706 2.274
21 H -1.851 0.323 3.860
22 H -2.079 -0.963 2.653
23 H -1.205 1.603 0.843
24 H 0.463 1.962 1.198
25 H -0.057 0.968 -1.081
26 H -0.290 -0.588 -0.285
27 H 2.592 1.254 -1.171
28 H 2.679 0.573 1.083
29 H 0.958 -2.496 0.552
30 H 3.868 -4.095 1.098
31 H 4.276 -2.357 1.335
32 H 3.505 -3.116 3.454
33 H 2.101 -2.318 2.797
34 H 1.144 -4.217 2.966
35 H 2.293 -3.414 -2.436
36 H 3.316 -4.462 -1.421
37 H 1.257 -5.582 -2.476
38 H -0.790 -5.452 -1.445
39 H -0.292 -4.395 0.019
40 C 3.568 -0.656 -4.029
41 C 3.667 0.324 -5.189
42 N 4.425 1.515 -4.856
43 C 4.280 2.586 -5.825
44 C 4.803 2.353 -7.248
45 C 5.768 1.284 -4.355
46 C 6.739 0.485 -5.234
47 H 3.185 -0.166 -3.135
48 H 2.883 -1.466 -4.289
49 H 4.530 -1.109 -3.788
50 H 2.657 0.642 -5.461
51 H 4.071 -0.205 -6.068
52 H 4.750 3.483 -5.414
53 H 3.212 2.821 -5.889
54 H 5.891 2.373 -7.293
55 H 4.440 3.146 -7.904
56 H 4.457 1.404 -7.660
57 H 5.684 0.772 -3.393
58 H 6.210 2.255 -4.118
59 H 6.279 -0.423 -5.628
60 H 7.603 0.181 -4.640
61 H 7.115 1.068 -6.073
62 C -4.989 0.529 4.795
63 C -6.188 1.463 4.823
64 N -6.123 2.493 3.803
65 C -7.081 3.565 3.997
66 C -8.575 3.227 3.909
67 C -5.964 2.017 2.441
68 C -7.013 1.042 1.889
69 H -4.058 1.095 4.838
70 H -5.020 -0.141 5.655
71 H -4.974 -0.093 3.898
72 H -6.215 1.963 5.795
73 H -7.108 0.860 4.760
74 H -6.853 4.361 3.283
75 H -6.888 3.997 4.984
76 H -8.893 3.041 2.884
77 H -9.162 4.069 4.279
78 H -8.833 2.357 4.514
79 H -4.985 1.536 2.364
80 H -5.899 2.888 1.785
81 H -7.228 0.234 2.590
82 H -6.639 0.586 0.970
83 H -7.950 1.539 1.643

- LUMO: 0.598 eV
- Total energy: -1784.82681 Ha
- Relative energy (zero: lowest compared OMol25 entry of this formula, charge and spin): 0.0 kcal per mole

[2]
This record from the OMol25 dataset describes 2 unconnected molecules or ions with the total composition C28H33N3O3. The level of theory is ωB97M-V/def2-TZVPD.

Cartesian coordinates (Å):
1 C 2.217 -1.465 1.682
2 C 1.227 -0.319 1.585
3 N 0.041 -0.576 2.153
4 C -1.131 -0.044 1.745
5 C -2.245 -1.075 1.703
6 O -1.352 1.140 1.457
7 O 1.560 0.744 1.022
8 H 1.694 -2.425 1.746
9 H 2.868 -1.449 0.804
10 H 2.850 -1.344 2.569
11 H -1.827 -2.088 1.722
12 H -2.911 -0.947 2.564
13 H -2.846 -0.940 0.800
14 C 6.423 6.390 0.149
15 N 5.717 5.176 0.421
16 C 6.282 3.963 0.141
17 O 7.359 3.770 -0.427
18 C 5.350 2.900 0.688
19 C 6.026 1.980 1.709
20 C 6.627 2.779 2.839
21 C 7.854 3.424 2.654
22 C 8.398 4.214 3.665
23 C 7.735 4.319 4.893
24 C 6.531 3.639 5.098
25 C 5.982 2.857 4.078
26 N 4.272 3.690 1.260
27 C 3.183 3.094 1.756
28 C 2.163 3.783 2.408
29 C 0.873 3.291 2.574
30 C -0.147 4.159 3.108
31 C -1.431 4.285 2.518
32 C -2.256 5.351 2.864
33 C -1.893 6.222 3.907
34 C -0.679 6.029 4.580
35 C 0.193 5.022 4.177
36 C 4.518 5.140 1.221
37 C 4.780 5.757 2.619
38 C 4.401 7.228 2.499
39 C 3.558 7.402 1.220
40 C 3.418 6.029 0.553
41 H 7.252 6.144 -0.518
42 H 5.752 7.108 -0.328
43 H 6.825 6.839 1.068
44 H 4.960 2.303 -0.155
45 H 5.303 1.244 2.083
46 H 6.822 1.449 1.168
47 H 8.371 3.298 1.699
48 H 9.343 4.731 3.483
49 H 8.163 4.928 5.692
50 H 6.008 3.703 6.055
51 H 5.048 2.307 4.222
52 H 3.113 2.023 1.549
53 H 2.385 4.806 2.736
54 H 0.626 2.320 2.149
55 H -1.721 3.551 1.761
56 H -3.197 5.508 2.327
57 H -2.548 7.052 4.191
58 H -0.396 6.678 5.412
59 H 1.159 4.889 4.671
60 H 4.173 5.231 3.367
61 H 5.833 5.607 2.885
62 H 3.838 7.536 3.385
63 H 5.300 7.855 2.446
64 H 2.573 7.823 1.466
65 H 4.051 8.118 0.544
66 H 3.590 6.071 -0.529
67 H 2.432 5.593 0.736

- LUMO: -1.545 eV
- Total energy: -1476.71589 Ha
- Relative energy (zero: lowest compared OMol25 entry of this formula, charge and spin): 56.5 kcal per mole

[3]
This record from the OMol25 dataset describes a molecular structure, C29H46BrCuN3P2S. The level of theory is ωB97M-V/def2-TZVPD.

Cartesian coordinates (Å):
1 C 2.587 4.958 -1.220
2 C 1.619 4.159 -1.886
3 C 1.615 4.192 -3.301
4 C 2.866 4.414 -3.902
5 N 3.941 4.759 -3.187
6 C 3.801 5.131 -1.908
7 C 0.806 3.233 -1.160
8 C 0.036 2.689 -0.389
9 C -1.025 2.133 0.410
10 C -1.098 0.957 1.236
11 C -2.414 0.445 1.512
12 C -3.530 1.095 1.012
13 C -3.449 2.442 0.599
14 C -2.166 2.943 0.308
15 Cu -1.044 -0.996 0.767
16 P 1.179 -0.638 -0.002
17 H 0.710 3.980 -3.896
18 H 2.423 5.342 -0.194
19 H 3.013 4.252 -4.977
20 H 4.691 5.529 -1.402
21 H -2.044 3.942 -0.136
22 H -0.346 0.591 1.972
23 H -4.316 3.067 0.466
24 H -2.585 -0.431 2.133
25 C 1.985 -2.275 0.147
26 C 3.260 -2.597 -0.625
27 H 1.198 -3.000 -0.098
28 H 2.156 -2.402 1.227
29 H 3.530 -3.644 -0.426
30 H 3.148 -2.502 -1.712
31 H 4.113 -1.992 -0.294
32 C 1.384 -0.046 -1.723
33 C 2.713 0.590 -2.117
34 H 0.558 0.665 -1.874
35 H 1.192 -0.920 -2.359
36 H 2.709 0.764 -3.201
37 H 2.859 1.566 -1.638
38 H 3.560 -0.071 -1.903
39 C 2.106 0.578 1.002
40 C 3.613 0.365 1.076
41 H 1.659 0.553 2.008
42 H 1.848 1.565 0.594
43 H 4.050 1.107 1.755
44 H 3.874 -0.631 1.453
45 H 4.097 0.514 0.103
46 Br -5.198 0.084 0.962
47 P -1.922 -1.806 -1.396
48 C -0.761 -2.626 -2.593
49 C -1.240 -3.862 -3.339
50 H 0.129 -2.890 -1.999
51 H -0.432 -1.862 -3.314
52 H -0.382 -4.251 -3.905
53 H -1.564 -4.651 -2.655
54 H -2.023 -3.651 -4.075
55 C -3.127 -3.042 -0.769
56 C -4.447 -3.231 -1.513
57 H -3.330 -2.702 0.263
58 H -2.578 -3.995 -0.670
59 H -5.058 -3.911 -0.907
60 H -4.994 -2.282 -1.607
61 H -4.308 -3.712 -2.492
62 C -2.699 -0.443 -2.384
63 C -3.089 -0.773 -3.825
64 H -1.953 0.371 -2.398
65 H -3.545 -0.051 -1.799
66 H -3.563 0.116 -4.264
67 H -2.209 -0.996 -4.441
68 H -3.819 -1.588 -3.902
69 S -0.262 -2.340 2.690
70 C -0.105 -1.332 4.068
71 N -1.170 -0.794 4.697
72 C -1.079 0.000 5.948
73 C 0.191 0.839 5.886
74 C 1.397 -0.059 5.655
75 N 1.110 -1.068 4.590
76 H -2.067 -1.171 4.400
77 H -1.034 -0.686 6.815
78 H -1.966 0.647 5.993
79 H 0.329 1.399 6.830
80 H 0.132 1.625 5.114
81 H 1.646 -0.607 6.585
82 H 2.261 0.551 5.333
83 H 1.848 -1.625 4.169

- LUMO (alpha / beta): -5.799 / -8.178 eV
- Total energy: -6591.67612 Ha
- Relative energy (zero: lowest compared OMol25 entry of this formula, charge and spin): 32.5 kcal per mole
- 2S+1: 2
- Net charge: +2

[4]
This record from the OMol25 dataset describes a molecular structure, C25H38As2BN6Os. The level of theory is ωB97M-V/def2-TZVPD.

Cartesian coordinates (Å):
1 Os 0.318 -0.814 -0.210
2 C 2.815 -3.279 -0.137
3 C 3.229 -1.848 -0.089
4 C 4.489 -1.289 -0.024
5 C 4.315 0.094 0.028
6 C 5.336 1.172 0.124
7 N 2.999 0.348 -0.009
8 N 2.324 -0.839 -0.088
9 B 2.139 1.637 0.055
10 N 1.203 1.466 1.282
11 N 0.395 0.364 1.400
12 C -0.118 0.337 2.646
13 C -1.026 -0.734 3.136
14 C 0.375 1.435 3.336
15 C 1.201 2.122 2.461
16 C 2.009 3.351 2.691
17 N 1.333 1.660 -1.288
18 N 0.634 0.540 -1.656
19 C 0.368 0.605 -2.976
20 C -0.195 -0.536 -3.750
21 C 0.828 1.826 -3.440
22 C 1.442 2.461 -2.364
23 C 2.186 3.750 -2.325
24 H 3.687 -3.914 -0.285
25 H 2.132 -3.482 -0.967
26 H 2.348 -3.586 0.801
27 H 5.429 -1.814 -0.010
28 H 6.332 0.738 0.137
29 H 5.204 1.754 1.037
30 H 5.267 1.851 -0.726
31 H 2.820 2.598 0.178
32 H -1.086 -1.562 2.432
33 H -2.035 -0.355 3.307
34 H -0.657 -1.133 4.081
35 H 0.175 1.692 4.363
36 H 1.696 3.832 3.615
37 H 1.899 4.062 1.875
38 H 3.067 3.101 2.783
39 H -1.133 -0.905 -3.339
40 H 0.516 -1.366 -3.778
41 H -0.377 -0.237 -4.780
42 H 0.792 2.180 -4.456
43 H 1.980 4.318 -3.228
44 H 3.261 3.571 -2.277
45 H 1.903 4.354 -1.464
46 C -1.112 -3.908 0.905
47 As -1.689 -2.424 -0.209
48 C -2.148 -3.259 -1.897
49 C -3.250 -1.735 0.622
50 C -4.257 -2.512 1.181
51 C -5.325 -1.864 1.789
52 C -5.380 -0.474 1.836
53 C -4.372 0.299 1.270
54 C -3.298 -0.352 0.674
55 As -1.935 0.520 -0.356
56 C -1.669 2.304 0.299
57 C -2.770 0.815 -2.069
58 H -1.797 -4.728 0.689
59 H -1.176 -3.643 1.957
60 H -0.100 -4.222 0.652
61 H -3.080 -2.821 -2.253
62 H -2.288 -4.319 -1.694
63 H -1.367 -3.134 -2.643
64 H -4.231 -3.595 1.154
65 H -6.120 -2.449 2.232
66 H -6.219 0.011 2.318
67 H -4.439 1.379 1.305
68 H -2.543 2.863 -0.040
69 H -0.779 2.737 -0.142
70 H -1.610 2.307 1.385
71 H -3.699 1.324 -1.803
72 H -3.011 -0.113 -2.577
73 H -2.153 1.461 -2.689

- LUMO: -11.139 eV
- Total energy: -5890.14843 Ha
- Relative energy (zero: lowest compared OMol25 entry of this formula, charge and spin): 0.0 kcal per mole
- Net charge: +3

[5]
This record from the OMol25 dataset describes 2 unconnected molecules or ions with the total composition C5H12S. The level of theory is ωB97M-V/def2-TZVPD.

Cartesian coordinates (Å):
1 C 1.476 -1.849 0.991
2 C 0.919 -0.478 0.635
3 S 1.642 0.257 -0.925
4 H 1.220 -2.622 0.289
5 H 2.542 -1.900 1.224
6 H 0.932 -2.185 1.896
7 H 1.150 0.293 1.364
8 H -0.131 -0.686 0.437
9 H 2.887 0.234 -0.416
10 C -1.545 1.471 0.845
11 C -2.435 0.440 0.220
12 C -2.301 0.006 -1.037
13 H -1.949 2.471 0.991
14 H -0.613 1.420 0.264
15 H -1.167 1.043 1.786
16 H -3.309 0.133 0.817
17 H -3.108 -0.575 -1.474
18 H -1.582 0.547 -1.657

- LUMO: 0.929 eV
- Total energy: -595.83596 Ha
- Structure (SMILES): C=CC.CCS
- Relative energy (zero: lowest compared OMol25 entry of this formula, charge and spin): 28.9 kcal per mole

> Which of these has the highest total energy?

C5H12S